Density functional theory data (ωB97M-V/def2-TZVPD) for C4H6AuO2 as an isolated structure in a non-equilibrium geometry.

The value obtained for the LUMO energy (spin up / spin down) is 0.45 / -3.23 eV. For the electronic energy, the calculation gives -441.84229 a.u. Its spin multiplicity is 4. Its expectation value of S² is 3.76. The value obtained for the energy above the lowest of the compared OMol25 structures with the same formula, charge and spin is 0.422 eV.

Each line ends with the Mulliken spin population.
Atoms and positions in Å:
O 2.7508 0.1961 -0.9194  0.02
C 1.4032 -0.0304 -1.2170  0.11
H 3.2333 -0.6502 -1.0306  0.00
H 1.2906 -1.1033 -1.4758  0.02
C 0.2986 0.4839 -0.1038  0.55
C -0.8722 -0.1812 -0.0094  0.34
C -1.7978 -0.1069 1.1932  0.01
O -1.3865 0.7701 2.1817  0.28
Au 0.1976 1.5937 1.5565  1.51
H -1.2272 -0.8693 -0.8006  0.02
H 0.8348 0.8877 -1.7768  0.03
H -1.9118 -1.1432 1.5892  0.04
H -2.8134 0.1530 0.8129  0.08